[1]
{"formula": "C4H12NO2", "method": "ωB97M-V/def2-TZVPD", "species": ["C", "N", "C", "C", "C", "O", "H", "H", "H", "H", "H", "H", "H", "H", "H", "H", "H", "H", "O"], "coordinates": [[1.742, 0.176, -0.597], [0.406, 0.512, -0.966], [-0.212, 1.761, 1.209], [-0.595, 0.498, 0.170], [-0.729, -0.835, 0.855], [-1.408, -1.832, 0.214], [2.079, 0.812, 0.253], [1.900, -0.795, -0.118], [2.451, 0.156, -1.537], [0.118, -0.331, -1.662], [-1.001, 1.818, 2.036], [-0.474, 2.797, 0.793], [0.783, 1.652, 1.545], [-1.552, 0.684, -0.206], [-1.228, -0.611, 1.914], [0.254, -1.207, 1.251], [-1.030, -1.881, -0.782], [-1.092, -1.396, -2.322], [-0.414, -1.979, -2.050]], "charge": -1, "relative_energy_kcal_mol": 38.5, "e_homo_ev": -3.8, "gap_ev": 7.82}

***

[2]
{"formula": "C3H2BrO2S", "method": "ωB97M-V/def2-TZVPD", "species": ["C", "C", "C", "O", "O", "S", "Br", "H", "H"], "coordinates": [[0.571, -0.250, -0.377], [1.339, 1.053, -0.231], [0.169, 0.869, 0.416], [0.623, -3.085, 2.242], [1.056, -1.548, 0.391], [0.219, -1.829, 1.647], [-1.854, -2.299, 0.701], [0.068, -0.690, -1.229], [-0.649, 1.140, 1.057]], "charge": -1, "relative_energy_kcal_mol": 22.5, "e_homo_ev": -3.8, "gap_ev": 7.05}

***

[3]
{"formula": "C2H3FN4", "method": "ωB97M-V/def2-TZVPD", "species": ["N", "N", "N", "N", "C", "C", "F", "H", "H", "H"], "coordinates": [[-1.772, -0.888, 0.060], [-0.433, -0.608, -0.148], [0.773, -1.370, 0.050], [1.701, -0.511, -0.026], [1.313, 0.761, 0.048], [0.000, 0.726, -0.072], [-0.878, 1.791, -0.015], [-2.098, -1.215, 1.049], [-1.827, -1.701, -0.692], [2.068, 1.513, 0.371]], "charge": 0, "smiles": "Nn1nncc1F", "relative_energy_kcal_mol": 70.5, "e_homo_ev": -9.9, "gap_ev": 10.52}

***

[4]
{"formula": "C3H6NS2", "method": "ωB97M-V/def2-TZVPD", "species": ["C", "C", "C", "N", "S", "S", "H", "H", "H", "H", "H", "H"], "coordinates": [[1.091, 0.687, -0.707], [0.751, 1.849, -0.158], [-0.731, -0.250, 0.768], [0.008, -0.349, -0.536], [-0.652, 2.048, 0.674], [-2.266, -1.149, 0.642], [2.074, 0.333, -1.257], [1.483, 2.613, -0.055], [-0.177, -0.422, 1.744], [-0.748, -0.145, -1.238], [0.367, -1.430, -0.685], [-3.084, -0.168, 1.004]], "charge": 1, "relative_energy_kcal_mol": 54.7, "e_homo_ev": -13.5, "gap_ev": 8.10}

***

[5]
{"formula": "C2HN2O2S", "method": "ωB97M-V/def2-TZVPD", "species": ["C", "C", "N", "N", "O", "O", "S", "H"], "coordinates": [[0.404, -0.181, 0.912], [1.187, -0.891, 0.138], [-0.171, 0.926, -1.132], [-1.237, 0.794, -0.883], [-2.387, 0.724, -0.679], [-0.831, -0.187, 1.061], [2.067, -1.830, -0.782], [0.969, 0.646, 1.365]], "charge": -1, "relative_energy_kcal_mol": 27.8, "e_homo_ev": -2.2, "gap_ev": 5.84}

***

[6]
{"formula": "C2H8NO2P", "method": "ωB97M-V/def2-TZVPD", "species": ["C", "C", "O", "P", "N", "O", "H", "H", "H", "H", "H", "H", "H", "H"], "coordinates": [[1.169, 0.702, 1.388], [1.276, -0.019, 0.072], [0.292, 0.547, -0.739], [-1.273, 0.310, -0.743], [-1.496, -1.265, -1.079], [-1.859, 1.221, -1.715], [1.730, 1.670, 1.150], [-0.001, 0.838, 1.554], [1.494, 0.025, 2.215], [1.180, -1.141, 0.268], [2.294, 0.109, -0.288], [-1.882, 0.381, 0.544], [-0.957, -1.979, -0.719], [-1.968, -1.399, -1.910]], "charge": 0, "smiles": "CCO[P@H](N)=O", "relative_energy_kcal_mol": 24.8, "e_homo_ev": -10.6, "gap_ev": 11.38}

***

Number 1: F_max 4.23 eV Å⁻¹, E_LUMO 4.0 eV. Number 2: F_max 1.44 eV Å⁻¹, E_LUMO 3.3 eV. Number 3: F_max 4.45 eV Å⁻¹, E_LUMO 0.7 eV. Number 4: F_max 4.00 eV Å⁻¹, E_LUMO -5.4 eV. Number 5: F_max 2.56 eV Å⁻¹, E_LUMO 3.6 eV. Number 6: F_max 2.72 eV Å⁻¹, E_LUMO 0.8 eV.